DFT (wB97M-V/def2-TZVPD) results for C34H31HfN6O2S as an isolated structure.

## Properties
HOMO-LUMO gap	7.01	eV
largest force on an atom	1.196	eV Å⁻¹
E	-2238.58697	Ha
ΔE to the lowest compared entry with this formula, charge and spin	5.255	eV
charge	+3

Structure (XYZ):
```
75
C34H31HfN6O2S, DFT wB97M-V/def2-TZVPD
Hf 0.08188 -0.99895 -0.22418
C -2.79286 -2.02986 -0.91885
N -1.58407 -2.66267 -0.31364
C -1.01844 -3.72135 -1.18741
C -0.48886 -3.09478 -2.45368
C -0.45997 -3.74239 -3.66801
C 0.04657 -3.06910 -4.77639
C 0.50144 -1.76515 -4.64255
C 0.45298 -1.17149 -3.39822
N -0.03630 -1.82413 -2.32293
C -1.86271 -3.17738 1.05431
C -0.65257 -3.09770 1.94629
C -0.39070 -4.02855 2.92783
C 0.66700 -3.80162 3.80537
C 1.41847 -2.63958 3.68636
C 1.11186 -1.75984 2.66977
N 0.11724 -1.99405 1.79246
C -2.87154 -0.52807 -0.64906
C -3.92580 0.18565 -1.31963
C -4.15798 1.51198 -1.42230
C -3.75461 2.69361 0.77679
C -2.70015 1.79192 1.48401
N -1.90106 -0.11457 0.10990
H -3.71022 -2.48516 -0.53027
H -2.79712 -2.19537 -1.99714
H -1.76116 -4.49136 -1.41300
H -0.20846 -4.21150 -0.63486
H -0.82707 -4.75618 -3.75565
H 0.07925 -3.56224 -5.73923
H 0.89544 -1.21561 -5.48523
H 0.82414 -0.16620 -3.23445
H -2.25776 -4.19466 1.00933
H -2.63538 -2.54217 1.49332
H -1.00667 -4.91294 3.01897
H 0.89589 -4.52502 4.57704
H 2.23222 -2.42007 4.36206
H 1.68844 -0.85675 2.51537
H -4.58417 -0.45900 -1.89160
H -4.98137 1.74845 -2.09035
H -3.76727 3.72010 1.14498
H -2.16168 2.31775 2.27361
C 6.55920 3.01292 2.99011
C 5.51708 2.41510 2.09925
C 5.83089 2.00940 0.79878
C 4.88005 1.44144 -0.02560
C 3.58753 1.27433 0.46841
C 3.23971 1.67637 1.75718
C 4.20496 2.24538 2.55975
S 2.41195 0.52720 -0.54504
O 2.74344 0.64649 -1.92842
O 2.20673 -0.94254 -0.11383
N 0.91782 0.98567 -0.15473
C 0.17463 2.06380 -0.72984
C 0.66270 2.98395 -1.64597
C -0.22652 3.86975 -2.24643
C -1.59051 3.81445 -1.99220
C -2.08355 2.89757 -1.07429
C -3.56105 2.72707 -0.75604
C -4.77811 1.77655 1.41600
C -3.86978 0.97044 1.96797
N -1.67397 1.19456 0.61522
C -1.18900 2.06764 -0.40842
H 7.38771 3.42304 2.41720
H 6.96024 2.24186 3.65203
H 6.14026 3.79788 3.61771
H 6.83618 2.15227 0.42541
H 5.12799 1.14324 -1.03534
H 2.21771 1.58487 2.10619
H 3.94394 2.58512 3.55353
H 1.71248 3.01938 -1.90125
H 0.15575 4.60223 -2.94413
H -2.26334 4.49024 -2.50409
H -4.09678 3.58478 -1.15924
H -5.85603 1.82512 1.48647
H -3.94717 0.13843 2.65452
```